C6H16 | ωB97M-V/def2-TZVPD

The largest force on an atom is 0.82 eV/Å. As for the structure (SMILES): CC(C)C.CC. The calculation puts the orbital gap at 12.37 eV. The net charge is 0. Its spin multiplicity is 1. The molecular weight comes out at 88.19 g mol⁻¹. Its LUMO energy is 1.04 eV.

Geometry (Å):
C  2.2329  -0.3094  0.7161
C  3.6755  -0.6705  1.0111
H  1.6110  -0.3068  1.6201
H  2.1319  0.6865  0.2823
H  1.7504  -0.9846  0.0065
H  4.2601  -0.7847  0.0905
H  3.7647  -1.6099  1.5507
H  4.1703  0.0938  1.6121
C  -1.3632  0.3782  -0.2103
C  -1.6785  1.5900  -1.0945
C  -2.6088  -0.0349  0.5683
C  -0.8662  -0.7570  -1.1118
H  -0.6230  0.6389  0.5438
H  -2.6122  1.4377  -1.6367
H  -0.8677  1.8084  -1.7850
H  -3.5200  -0.1806  -0.0149
H  -2.4367  -0.9429  1.1503
H  -2.8237  0.7289  1.3157
H  -0.1525  -0.4832  -1.8970
H  -0.4870  -1.6350  -0.5866
H  -1.7330  -1.1469  -1.6507
H  -1.8245  2.4839  -0.4800


C6H16 | ωB97M-V/def2-TZVPD

The largest force on an atom is 2.84 eV/Å. The calculation puts the orbital gap (spin up / spin down) at 10.99 / 4.08 eV. The net charge is +1. Its spin multiplicity is 2. The molecular weight comes out at 88.19 g mol⁻¹. Its LUMO energy (spin up / spin down) is -3.19 / -10.10 eV.

Geometry (Å):
C  -0.3280  -1.5946  -0.7853
C  0.3746  -0.4236  -1.4945
C  -1.5935  -1.1400  -0.1190
C  -0.3843  -2.9437  -1.6064
H  0.4890  -2.0181  -0.1189
H  -0.0598  0.5350  -1.2374
H  0.1488  -0.6069  -2.5540
H  -2.4721  -1.7141  -0.4351
H  -1.5241  -1.3608  0.9622
H  -1.7399  -0.0833  -0.2931
H  0.5859  -3.4485  -1.5761
H  -1.1340  -3.5996  -1.1752
H  -0.5346  -2.6821  -2.6573
H  1.4650  -0.4583  -1.4651
C  0.8658  3.0458  1.1614
C  0.8030  2.3511  2.4980
H  1.2006  2.4428  0.3108
H  -0.1166  3.4393  0.8738
H  1.5651  3.8781  1.0672
H  -0.1563  2.0202  2.9189
H  1.2035  2.9610  3.2953
H  1.3419  1.4001  2.4297


C6H16BHfN2O2PS | ωB97M-V/def2-TZVPD

The largest force on an atom is 6.75 eV/Å. The calculation puts the orbital gap at 2.69 eV. The net charge is +4. Its spin multiplicity is 1. The molecular weight comes out at 400.55 g mol⁻¹. Its LUMO energy is -18.10 eV.

Geometry (Å):
C  1.2088  1.8167  2.3762
O  -0.1907  1.3140  2.4243
B  -0.2837  0.0133  2.4375
O  0.3729  -0.7621  3.5528
P  -1.2433  -0.8939  1.0076
C  0.4934  -1.1397  0.1225
C  0.7712  -0.1234  -1.0353
C  0.2196  -0.6563  -2.3866
C  0.9436  0.0826  -3.6541
N  0.0884  1.0133  -4.3123
N  -2.7221  -0.7237  2.1354
C  -3.6423  -0.1503  1.5847
S  -4.8063  0.8333  1.3138
H  1.9384  0.9941  2.2914
H  1.3151  2.4167  1.4665
H  1.3876  2.4154  3.2753
H  -0.2962  -0.6029  4.3777
H  -1.4702  -2.2846  0.9185
H  -1.7591  -0.0834  -0.0249
H  1.3411  -1.1051  0.8358
H  0.5042  -2.1669  -0.2940
H  1.8686  -0.0913  -1.1492
H  0.4054  0.8979  -0.8490
H  0.4387  -1.7309  -2.4997
H  -0.8687  -0.5097  -2.4018
H  1.2464  -0.6762  -4.3874
H  1.8498  0.6019  -3.2854
H  0.3798  1.0729  -5.2993
H  0.2148  1.9374  -3.8868
Hf  0.2947  -1.7090  5.3458


C6H16BrN2O2 | ωB97M-V/def2-TZVPD

The largest force on an atom is 2.95 eV/Å. The calculation puts the orbital gap at 10.12 eV. The net charge is +1. Its spin multiplicity is 1. The molecular weight comes out at 228.11 g mol⁻¹. Its LUMO energy is -2.75 eV.

Geometry (Å):
C  0.4468  1.4822  3.3421
C  0.9152  1.7531  1.9488
O  1.9546  1.5940  1.3850
N  -0.1617  2.3358  1.0589
H  -0.8533  1.4934  0.9662
H  -0.6394  3.0732  1.4709
C  0.1622  2.7586  -0.3408
H  0.7676  2.2838  4.0130
H  0.9014  0.5606  3.6355
H  -0.6530  1.2603  3.3492
H  0.6811  1.9537  -0.8654
H  0.9429  3.5191  -0.3039
H  -0.7585  3.0967  -0.7629
C  0.1999  -3.3199  -0.6309
C  -0.9456  -2.8380  -1.4805
O  -1.9035  -3.4419  -1.8215
N  -0.8850  -1.3726  -1.8599
H  -1.7520  -1.1699  -2.4484
H  -1.0339  -0.9738  -0.8944
C  0.4117  -0.8158  -2.3011
H  0.0415  -4.3843  -0.4331
H  0.3218  -2.8111  0.3540
H  1.1113  -3.2796  -1.2308
H  1.0732  -0.8051  -1.4202
H  0.2502  0.0911  -2.7818
H  0.8592  -1.5391  -3.0019
Br  -1.4548  -0.5045  1.0539


The calculation returns the following E_tot values, one per record and in order: -238.1907, -237.7820, -1308.4808, -3071.9861 hartree.